Below is an isolated molecule of C3H11N3O in a non-equilibrium geometry, with properties calculated with ωB97M-V with the def2-TZVPD basis set.

Each line ends with the natural charge from an NBO analysis.
Cartesian coordinates (Å):
C (-0.05, -1.83, -0.13)  -0.678
C (-0.61, -0.43, 0.00)  0.266
O (-0.88, 0.07, -1.58)  -0.483
N (-1.85, 1.10, -1.73)  -0.504
N (0.15, 0.68, 0.43)  -0.290
C (1.48, 0.82, -0.14)  -0.446
N (0.22, 0.07, 2.00)  -0.713
H (-0.47, -2.48, 0.65)  0.230
H (-0.31, -2.26, -1.10)  0.249
H (1.03, -1.91, -0.04)  0.211
H (-1.62, -0.43, 0.41)  0.189
H (-2.35, 1.17, -0.84)  0.320
H (-1.32, 1.96, -1.84)  0.325
H (2.04, 1.58, 0.42)  0.206
H (2.07, -0.10, -0.14)  0.176
H (1.39, 1.17, -1.17)  0.234
H (1.21, -0.05, 2.23)  0.346
H (-0.12, 0.86, 2.56)  0.361

Output
energy above the lowest of the compared OMol25 structures with the same formula, charge and spin = 118.7 kcal/mol
total charge = 0
highest occupied orbital energy = -8.46 eV
LUMO = 0.0351 Ha
Kohn-Sham gap = 9.42 eV